Here is a structure of composition C11H16BClN6V from the Open Molecules 2025 dataset. Energies are from the ωB97M-V functional and the def2-TZVPD basis.

Last column: Mulliken spin population.
CARTESIAN COORDINATES (ANGSTROEM)
H 1.19 -3.26 -1.54  0.000
N 0.76 -1.22 -1.26  -0.001
B 0.38 1.24 -1.25  0.040
N 0.74 -0.09 -1.99  -0.007
C 1.26 -0.40 -3.19  0.000
V -0.28 -0.73 1.28  1.245
H 1.42 0.33 -3.97  0.000
C 1.52 -1.77 -3.21  0.000
H 1.90 -2.35 -4.02  0.000
C 1.19 -2.27 -1.95  -0.005
H 0.59 2.14 -2.02  0.000
C -0.73 -0.51 3.14  -0.084
H -0.89 -1.56 3.45  0.001
H -1.62 0.10 3.27  0.009
H 0.16 -0.10 3.64  -0.007
N 1.24 1.34 0.04  -0.001
N -1.10 1.17 -0.78  0.002
N 1.17 0.37 1.07  -0.006
N -1.50 0.34 0.29  -0.039
C 2.13 2.27 0.36  0.017
C -2.13 1.95 -1.13  -0.006
H 2.28 3.10 -0.31  0.000
H -2.00 2.70 -1.89  0.000
C 2.70 1.95 1.60  0.007
C -3.24 1.60 -0.35  -0.002
C 2.09 0.77 2.02  0.016
C -2.81 0.60 0.53  0.002
H 3.47 2.51 2.11  0.000
H -4.23 2.01 -0.41  0.000
H 2.26 0.19 2.91  -0.001
H -3.35 0.04 1.28  0.001
H 0.46 -1.18 -0.28  -0.061
Cl -2.56 -2.72 1.40  -0.020
C -0.99 -2.56 0.61  -0.098
H -0.33 -3.34 1.04  0.000
H -1.13 -2.65 -0.48  0.002

Properties
HOMO-LUMO gap (alpha / beta) (eV): 7.81 / 8.37
Charge: +2
Spin multiplicity: 2
Maximum force (eV/A): 5.6
E_HOMO (alpha / beta) (eV): -16.5 / -16.5
<S²>: 0.79